No. 1
Molecular formula: C18H34NO6P3Si
Method: DFT, wB97M-V/def2-TZVPD

```
63
C18H34NO6P3Si wB97M-V/def2-TZVPD
C 0.5785 -1.8815 5.2924
Si -0.9224 -1.5423 4.1168
C -2.4620 -1.2898 5.2266
C -1.0511 -3.1029 2.9645
C -2.4940 -3.2578 2.2626
C -2.4494 -3.6202 0.6990
C -1.3980 -2.7591 -0.1589
C -1.8484 -2.4492 -1.6773
C -1.8562 -0.8504 -1.9819
C -0.5912 -0.3853 -2.9093
C 0.2960 0.7055 -2.1381
P 1.9665 1.0946 -2.9300
C 3.5113 1.2514 -1.7819
O 4.6441 1.5619 -2.6315
O 5.6725 2.0680 -1.8969
O 2.4044 -0.5922 -3.1357
C 2.4941 -0.9663 -4.4863
N 2.8586 -1.2942 -5.5958
P 1.6952 3.2938 -2.6085
P 0.2297 4.0965 -3.9982
O -1.1002 3.3293 -4.0268
O -0.1389 5.7140 -3.4871
O 0.9074 4.2694 -5.5749
C -0.5586 0.0748 3.1556
C -1.3988 0.5171 1.9083
C -1.0423 1.8131 1.1280
C 0.1384 2.7405 1.5281
C 0.9706 2.3561 2.7960
C 0.6137 1.0476 3.5714
H 0.1707 -2.5621 6.1397
H 1.4216 -2.4535 4.7706
H 0.9296 -0.9129 5.7889
H -3.2849 -0.8036 4.5702
H -2.1460 -0.5681 6.0769
H -2.7967 -2.3020 5.6500
H -0.1638 -3.1484 2.2310
H -0.9208 -4.0259 3.6585
H -3.1020 -2.2977 2.3967
H -3.0957 -4.0962 2.7921
H -2.2792 -4.7347 0.5015
H -3.5038 -3.3828 0.2783
H -1.2649 -1.7504 0.3637
H -0.3662 -3.2766 -0.1438
H -2.8795 -2.9165 -1.9221
H -1.1021 -3.0199 -2.3579
H -1.8496 -0.2300 -1.0124
H -2.8636 -0.6307 -2.4951
H -0.0458 -1.3477 -3.1913
H -1.0608 0.0187 -3.8823
H -0.3266 1.6845 -2.1318
H 0.4692 0.4407 -1.0367
H 2.2060 1.3244 -4.3322
H 3.3049 2.1584 -1.1154
H 3.6103 0.2601 -1.2100
H 6.2316 2.5761 -2.5319
H 2.9837 3.9217 -2.8667
H 0.6911 6.2210 -3.7018
H 1.8468 4.5470 -5.3966
H -2.2573 -0.1896 1.6005
H -1.6736 2.0895 0.2180
H 0.3907 3.6738 0.9158
H 1.8443 3.0226 3.1255
H 1.2428 0.7896 4.4848
```

SMILES: C[Si](C)(CCCCCCCC[PH](COO)(OC#N)PP(=O)(O)O)c1ccccc1
charge: 0
DFT total energy: -68727.6190 eV
gap between HOMO and LUMO: 8.99 eV
LUMO level: 0.0008 Eh
multiplicity: 1

No. 2
Molecular formula: C2H7OS2
Method: DFT, wB97M-V/def2-TZVPD

```
12
C2H7OS2 wB97M-V/def2-TZVPD
C 2.7559 0.3725 0.1835
O 3.3879 0.0164 1.1487
H 3.2520 0.7679 -0.7238
H -3.1757 -2.3316 5.7286
H 1.6775 0.4398 0.1778
C -0.9225 -0.0488 -2.3558
S -0.9138 0.9172 -0.8308
S 0.4052 2.4587 -1.2876
H -1.9020 -0.4752 -2.5144
H -0.2222 -0.8896 -2.3535
H -0.6903 0.6175 -3.1941
H -3.6519 -1.8448 6.0213
```

charge: -1
DFT total energy: -25905.2685 eV
gap between HOMO and LUMO: 6.11 eV
energy relative to the best compared isomer or geometry (same formula, charge and spin): 1.626 eV
LUMO level: 0.1346 Eh
multiplicity: 1

No. 3
Molecular formula: C16H26N6O6Ti
Method: DFT, wB97M-V/def2-TZVPD

```
55
C16H26N6O6Ti wB97M-V/def2-TZVPD
O -0.3319 -1.1956 -4.1592
H -0.6472 -1.1532 -5.0775
Ti -0.2969 0.0125 -0.8851
N 1.1076 -1.4023 -1.5080
N -1.1346 -1.8871 -0.3079
N 0.2094 1.9908 -0.8999
N -1.6868 0.8792 0.3933
O 2.3145 -1.1256 -1.7998
O 1.3320 2.5455 -1.4909
O -2.5789 0.2513 1.1918
O -2.1872 -2.1230 0.4266
C -0.5843 -2.9554 -0.9615
C 0.6266 -2.6910 -1.6388
C -0.5594 2.8509 -0.1959
C -1.6255 2.2271 0.5329
C 1.3570 -3.6178 -2.5208
H 1.2270 -3.2833 -3.5585
H 0.9744 -4.6363 -2.4099
H 2.4194 -3.5846 -2.2628
C -1.2998 -4.2564 -0.8966
H -2.2473 -4.2061 -1.4589
H -1.5148 -4.5249 0.1502
H -0.6803 -5.0398 -1.3460
C -0.2126 4.2884 -0.1045
C -2.5091 2.9788 1.4715
H 0.3439 4.5729 -1.0002
H 0.4171 4.4932 0.7755
H -1.1344 4.8785 -0.0350
H -3.2746 2.3392 1.9207
H -3.0018 3.8068 0.9460
H -1.9293 3.4508 2.2787
H 1.4754 1.8990 -2.2597
H -2.4857 -0.7677 0.9460
C -1.5849 -0.1234 -2.4772
H -1.1603 -0.8382 -3.4806
H -1.7059 0.8950 -2.8782
H -2.5642 -0.4953 -2.1299
O 0.9983 0.8277 -3.3920
H 0.6078 -0.0773 -3.7990
H 0.9879 1.4481 -4.1425
N 1.7746 -1.6880 2.7215
C 1.2367 -1.6125 1.4737
N 0.8488 -0.3737 1.1972
C 1.1354 0.3998 2.3298
C 0.9187 1.7466 2.6391
C 1.2786 2.2104 3.9135
C 1.8772 1.3619 4.8562
C 2.1125 0.0080 4.5504
C 1.7253 -0.4217 3.2878
H 2.1471 -2.5269 3.1460
H 1.1966 -2.4602 0.8085
H 0.4791 2.3792 1.8697
H 1.0926 3.2554 4.1711
H 2.1532 1.7634 5.8318
H 2.5630 -0.6933 5.2471
```

charge: +1
DFT total energy: -61342.1022 eV
gap between HOMO and LUMO (spin up / spin down): 6.11 / 5.99 eV
energy relative to the best compared isomer or geometry (same formula, charge and spin): 2.174 eV
LUMO level (spin up / spin down): -0.1693 / -0.1761 Eh
multiplicity: 2

No. 4
Molecular formula: O6P2
Method: DFT, wB97M-V/def2-TZVPD

```
8
O6P2 wB97M-V/def2-TZVPD
O 0.7797 1.7089 -1.4208
O -0.8295 -1.8258 1.3666
O -0.8516 2.1661 0.5021
O 0.7838 -2.1882 -0.5891
O 1.0280 0.4304 0.8060
O -0.8939 -0.2332 -0.6648
P 0.1166 1.2532 -0.1676
P -0.1332 -1.3113 0.1677
```

charge: -2
DFT total energy: -30868.7030 eV
gap between HOMO and LUMO: 7.99 eV
LUMO level: 0.2589 Eh
multiplicity: 1